Record 1
Molecular formula: C5H13NO
Method: DFT, ωB97M-V with the def2-TZVPD basis set

Summary:
2S+1: 1
Strongest force on any atom, hartree/bohr: 0.0303
HOMO level, eV: -9.914
SMILES: CC(N)=O.CCC
Relative energy (zero: lowest compared OMol25 entry of this formula, charge and spin), kcal per mole: 4.54

Last column: natural (NBO) charge in e.
Atoms and positions in Å:
C1 0.577 3.615 0.225  -0.606
H1 1.102 3.271 -0.668  0.199
H2 2.043 -1.455 0.499  0.394
H3 1.347 3.785 0.981  0.206
H4 -0.674 1.619 -1.204  0.197
H5 -1.847 1.125 -0.044  0.207
C2 0.267 -2.244 0.023  0.677
H6 2.029 -1.836 -1.137  0.391
O1 -0.008 -2.413 1.191  -0.598
H7 0.046 1.809 1.316  0.198
C3 -1.262 1.991 -0.371  -0.605
H8 -1.970 2.743 -0.730  0.200
H9 0.091 4.565 0.005  0.203
N1 1.482 -1.673 -0.309  -0.849
H10 -0.148 -3.164 -1.907  0.226
H11 -1.504 -3.046 -0.809  0.240
H12 -0.806 -1.600 -1.652  0.236
C4 -0.426 2.589 0.768  -0.395
H13 -1.101 3.102 1.452  0.196
C5 -0.622 -2.548 -1.139  -0.717

---

Record 2
Molecular formula: C5H13NO
Method: DFT, ωB97M-V with the def2-TZVPD basis set

Summary:
2S+1: 1
Strongest force on any atom, hartree/bohr: 0.0795
HOMO level, eV: -8.671
SMILES: CCNCCCO
Relative energy (zero: lowest compared OMol25 entry of this formula, charge and spin), kcal per mole: 77.39

Last column: natural (NBO) charge in e.
Atoms and positions in Å:
H1 -0.669 -1.430 -1.314  0.191
H2 1.600 -0.468 -2.223  0.221
C1 1.192 -0.417 -1.131  -0.474
H3 0.431 1.437 1.688  0.210
C2 0.139 -1.432 -0.585  -0.222
H4 2.134 -0.411 -0.545  0.219
H5 0.516 -2.438 -0.741  0.199
C3 -1.037 -0.295 1.262  -0.232
C4 0.545 0.969 -1.293  -0.069
H6 -1.672 -0.856 1.994  0.192
H7 -0.200 0.688 3.080  0.202
H8 -1.829 0.161 0.574  0.208
N1 -0.116 -1.332 0.833  -0.633
H9 -0.990 0.093 -2.564  0.466
O1 -0.593 1.037 -2.273  -0.759
C5 -0.398 0.905 1.996  -0.649
H10 0.639 -1.228 1.423  0.363
H11 -1.102 1.637 1.886  0.215
H12 0.152 1.494 -0.391  0.175
H13 1.258 1.886 -1.676  0.178

---

Record 3
Molecular formula: C5H13NO
Method: DFT, ωB97M-V with the def2-TZVPD basis set

Summary:
2S+1: 1
Strongest force on any atom, hartree/bohr: 0.1044
HOMO level, eV: -9.742
SMILES: CCC(N)=O.CC
Relative energy (zero: lowest compared OMol25 entry of this formula, charge and spin), kcal per mole: 24.96

Last column: natural (NBO) charge in e.
Atoms and positions in Å:
H1 -0.652 -1.963 -0.279  0.202
H2 -1.765 2.241 -1.968  0.377
H3 -1.180 -1.732 2.580  0.212
H4 -2.362 2.383 -0.404  0.387
H5 1.838 0.365 0.309  0.225
C1 -0.369 -1.885 1.872  -0.626
H6 -1.616 -3.191 0.693  0.213
O1 -0.509 1.916 0.850  -0.580
C2 -0.439 1.673 -0.325  0.693
C3 0.600 1.234 -1.305  -0.515
C4 1.935 1.028 -0.535  -0.610
N1 -1.672 1.959 -1.007  -0.868
H7 0.470 -2.377 2.345  0.203
H8 0.165 -3.250 0.296  0.202
C5 -0.699 -2.627 0.578  -0.618
H9 2.273 1.969 -0.109  0.214
H10 2.668 0.865 -1.334  0.211
H11 0.745 1.992 -2.097  0.230
H12 0.347 0.363 -1.903  0.238
H13 0.221 -0.964 1.741  0.211

---

Record 4
Molecular formula: C5H13NO
Method: DFT, ωB97M-V with the def2-TZVPD basis set

Summary:
2S+1: 1
Strongest force on any atom, hartree/bohr: 0.0652
HOMO level, eV: -8.185
SMILES: C/C=C(/C)NC.O
Relative energy (zero: lowest compared OMol25 entry of this formula, charge and spin), kcal per mole: 44.00

Last column: natural (NBO) charge in e.
Atoms and positions in Å:
C1 -0.518 -0.321 0.158  0.209
H1 0.117 2.483 -0.891  0.226
N1 0.443 0.701 0.435  -0.660
H2 0.866 2.748 0.716  0.208
O1 1.381 0.542 -2.314  -0.959
H3 0.687 0.061 -2.769  0.463
H4 1.366 0.277 -1.380  0.488
H5 0.695 -2.073 2.512  0.213
H6 -2.548 -0.610 -0.536  0.234
H7 -0.819 2.446 0.548  0.169
H8 -0.843 -2.335 0.195  0.202
H9 -1.987 1.108 -0.469  0.222
H10 0.731 0.650 1.397  0.388
C2 0.909 -1.986 1.462  -0.654
C3 0.142 2.091 0.116  -0.430
C4 -0.375 -1.517 0.791  -0.305
H11 -1.512 0.012 -1.779  0.215
H12 1.765 -1.339 1.325  0.208
C5 -1.728 0.078 -0.713  -0.657
H13 1.229 -3.017 1.196  0.221

---

Record 5
Molecular formula: C5H13NO
Method: DFT, ωB97M-V with the def2-TZVPD basis set

Summary:
2S+1: 1
Strongest force on any atom, hartree/bohr: 0.0801
HOMO level, eV: -9.461
SMILES: CC(C)[C@@H](N)CO
Relative energy (zero: lowest compared OMol25 entry of this formula, charge and spin), kcal per mole: 44.65

Last column: natural (NBO) charge in e.
Atoms and positions in Å:
H1 -0.336 -1.672 1.361  0.192
C1 0.036 -0.713 -1.414  -0.076
H2 2.245 0.495 -1.436  0.355
H3 -0.936 -1.053 -1.226  0.183
H4 0.777 -1.448 -1.454  0.183
C2 0.357 0.427 -0.514  -0.096
H5 0.318 1.210 1.406  0.194
H6 0.063 -0.589 2.733  0.206
H7 -1.936 0.650 2.063  0.211
O1 -0.330 -0.282 -2.783  -0.751
H8 1.459 -0.947 1.642  0.240
C3 -0.132 0.377 0.856  -0.217
H9 2.096 1.429 -0.161  0.344
C4 -1.634 0.667 1.011  -0.605
H10 -0.207 -0.935 -3.404  0.464
H11 -2.208 -0.163 0.567  0.196
H12 0.117 1.304 -1.053  0.206
H13 -2.004 1.580 0.583  0.217
C5 0.383 -0.820 1.729  -0.607
N1 1.873 0.484 -0.506  -0.838

---

Record 6
Molecular formula: C5H13NO
Method: DFT, ωB97M-V with the def2-TZVPD basis set

Summary:
2S+1: 1
Strongest force on any atom, hartree/bohr: 0.0788
HOMO level, eV: -9.492
SMILES: C=CCCCN.O
Relative energy (zero: lowest compared OMol25 entry of this formula, charge and spin), kcal per mole: 78.70

Last column: natural (NBO) charge in e.
Atoms and positions in Å:
H1 -0.722 -1.106 0.338  0.365
O1 -3.317 0.305 1.319  -0.951
H2 -0.405 1.422 -0.150  0.208
C1 1.577 -0.538 0.697  -0.160
H3 -1.341 1.144 -1.610  0.200
C2 0.719 0.519 -1.539  -0.412
H4 -1.450 -1.294 -1.113  0.361
H5 1.214 1.556 -1.449  0.210
H6 0.495 0.384 -2.624  0.209
C3 1.665 -0.495 -0.855  -0.457
H7 1.495 -1.424 -1.258  0.206
C4 -0.676 0.576 -0.842  -0.259
H8 2.822 -0.294 -1.061  0.209
N1 -1.385 -0.657 -0.346  -0.852
H9 3.236 0.485 1.131  0.213
H10 -2.455 0.879 1.240  0.460
H11 -3.073 -0.409 0.759  0.483
C5 2.273 0.290 1.523  -0.438
H12 1.095 -1.409 1.148  0.191
H13 1.981 0.109 2.612  0.212

---

Record 7
Molecular formula: C5H13NO
Method: DFT, ωB97M-V with the def2-TZVPD basis set

Summary:
2S+1: 1
Strongest force on any atom, hartree/bohr: 0.0229
HOMO level, eV: -8.149
SMILES: C=C(CC)NC.O
Relative energy (zero: lowest compared OMol25 entry of this formula, charge and spin), kcal per mole: 38.29

Last column: natural (NBO) charge in e.
Atoms and positions in Å:
H1 -1.540 0.500 0.943  0.204
C1 1.205 -0.976 -1.589  -0.497
H2 -2.622 -0.812 0.423  0.196
H3 0.268 0.415 2.082  0.203
C2 1.186 0.775 1.619  -0.604
H4 -0.339 -2.082 0.123  0.385
C3 0.591 -0.465 -0.513  0.199
H5 0.353 1.616 -0.187  0.202
H6 2.016 1.113 -0.356  0.223
H7 1.984 -0.397 -2.067  0.202
O1 -1.807 0.869 -2.026  -0.940
N1 -0.550 -1.103 0.018  -0.656
H8 0.941 -1.946 -1.977  0.201
H9 1.919 0.021 1.918  0.208
H10 -2.092 0.606 -1.144  0.466
H11 -1.577 -1.015 1.819  0.197
H12 1.462 1.727 2.028  0.214
C4 1.074 0.839 0.099  -0.455
C5 -1.629 -0.580 0.819  -0.425
H13 -0.846 0.895 -2.032  0.476

---

Record 8
Molecular formula: C5H13NO
Method: DFT, ωB97M-V with the def2-TZVPD basis set

Summary:
2S+1: 1
Strongest force on any atom, hartree/bohr: 0.0548
HOMO level, eV: -9.505
SMILES: NCCCCCO
Relative energy (zero: lowest compared OMol25 entry of this formula, charge and spin), kcal per mole: 66.69

Last column: natural (NBO) charge in e.
Atoms and positions in Å:
H1 2.092 -1.922 1.818  0.355
H2 -1.275 -1.346 -0.775  0.195
C1 1.598 0.128 1.372  -0.250
H3 -2.953 -0.214 0.171  0.163
N1 2.335 -1.183 1.087  -0.830
C2 -2.223 0.422 -0.394  -0.067
H4 0.264 1.430 0.389  0.204
C3 1.147 0.841 0.069  -0.426
O1 -2.680 0.933 -1.654  -0.733
H5 1.860 1.460 -0.480  0.214
H6 -2.135 1.147 0.356  0.171
C4 0.438 0.037 -1.048  -0.404
H7 0.198 0.517 -2.069  0.237
H8 -3.260 0.375 -2.186  0.482
H9 -0.751 -0.813 0.765  0.208
C5 -0.942 -0.447 -0.330  -0.436
H10 1.819 -1.583 0.262  0.346
H11 2.358 0.808 1.719  0.196
H12 0.941 0.248 2.244  0.191
H13 1.169 -0.838 -1.317  0.186

---

Record 9
Molecular formula: C5H13NO
Method: DFT, ωB97M-V with the def2-TZVPD basis set

Summary:
2S+1: 1
Strongest force on any atom, hartree/bohr: 0.0204
HOMO level, eV: -7.513
SMILES: CC(C)=C(C)N.O
Relative energy (zero: lowest compared OMol25 entry of this formula, charge and spin), kcal per mole: 24.23

Last column: natural (NBO) charge in e.
Atoms and positions in Å:
C1 0.097 -0.393 -0.399  -0.081
H1 -1.654 -1.647 -0.841  0.205
C2 -0.020 0.950 0.256  -0.629
H2 -0.843 0.897 0.983  0.217
H3 0.858 1.305 0.782  0.213
O1 -3.308 3.018 2.424  -0.933
H4 -4.098 3.202 2.953  0.467
N1 1.250 -2.440 -0.850  -0.828
H5 3.366 -1.160 -0.334  0.207
H6 0.322 -2.786 -1.066  0.376
H7 2.695 -0.795 1.188  0.222
C3 -1.093 -0.798 -1.247  -0.645
H8 1.969 -2.710 -1.501  0.371
C4 1.231 -1.102 -0.433  0.170
H9 -3.093 3.878 2.048  0.467
C5 2.538 -0.616 0.129  -0.646
H10 2.696 0.430 -0.104  0.215
H11 -1.781 0.047 -1.268  0.216
H12 -0.786 -0.999 -2.270  0.213
H13 -0.347 1.720 -0.451  0.202

---

Record 10
Molecular formula: C5H13NO
Method: DFT, ωB97M-V with the def2-TZVPD basis set

Summary:
2S+1: 1
Strongest force on any atom, hartree/bohr: 0.0848
HOMO level, eV: -9.921
SMILES: CC(N)=O.CCC
Relative energy (zero: lowest compared OMol25 entry of this formula, charge and spin), kcal per mole: 24.94

Last column: natural (NBO) charge in e.
Atoms and positions in Å:
H1 -1.755 0.022 1.456  0.219
H2 -0.050 3.404 0.650  0.196
N1 -0.531 -2.215 -1.499  -0.836
H3 -0.483 -3.212 -1.418  0.406
H4 1.032 2.976 2.033  0.210
H5 -1.092 -1.684 -2.141  0.398
C1 -1.665 0.980 0.955  -0.623
O1 1.607 -2.172 -0.659  -0.606
H6 -1.397 2.290 2.763  0.204
C2 0.303 2.588 1.314  -0.604
H7 -0.153 1.017 2.479  0.179
H8 -2.635 1.493 0.829  0.202
H9 0.892 1.839 0.779  0.194
C3 0.639 -1.588 -1.091  0.677
C4 -0.842 1.819 1.993  -0.384
H10 0.914 0.269 -0.277  0.241
H11 -1.130 1.043 0.035  0.207
H12 -0.007 0.490 -1.865  0.217
H13 1.579 0.212 -1.863  0.244
C5 0.716 -0.093 -1.267  -0.740